Computed, not measured: C33H73BrN4O10S3Sb as an isolated structure, with wB97M-V/def2-TZVPD.

Calculated values
Charge: -1
Highest occupied orbital energy (eV): -3.97
Kohn-Sham gap (eV): 5.8

```
125
Properties=species:S:1:pos:R:3:forces:R:3
C 1.966407 -1.304247 2.111496 -0.2 -0.5 -1.1
O 1.653261 0.107518 2.190874 0.3 -0.7 1.4
C 1.727332 0.616686 3.541463 -0.1 0.6 0.4
C 3.223356 1.087258 3.974047 -0.4 0.0 0.2
C 3.421673 2.699010 3.807715 0.3 -0.9 -0.9
C 4.602714 3.057029 2.744604 -1.4 0.1 0.2
C 4.196895 2.357835 1.354054 0.5 0.7 -0.2
C 4.330679 3.311114 0.057966 -0.5 0.4 0.3
C 2.970533 3.226746 -0.808211 1.0 -0.8 -0.6
C 2.581882 1.698573 -1.218922 0.4 0.7 -0.5
C 1.296963 1.674421 -2.206516 0.3 1.1 0.6
C -0.062416 1.201622 -1.526993 1.3 -0.1 1.0
Sb -1.701905 0.641681 -2.958532 0.9 -0.7 0.2
N -3.237178 0.050213 -4.311873 -0.8 1.0 -0.6
C -1.088176 2.122960 -4.474569 0.5 1.0 -1.9
C -1.634450 3.615751 -4.378070 1.2 0.8 -1.4
C -0.468946 4.649913 -3.889674 -0.8 0.2 -2.4
Br -0.548894 5.146581 -1.979575 0.3 -0.3 -0.7
C -3.010237 2.001841 -1.824125 -0.8 1.3 1.4
C -4.550438 2.079761 -2.178345 -1.6 1.2 1.6
C -5.463136 1.776352 -0.871176 -1.9 -1.2 1.9
C -5.925160 2.845353 0.142204 -1.2 -4.3 0.4
C -6.847302 2.371141 1.322474 0.5 -1.8 -1.6
C -7.323387 0.914064 1.516830 2.3 0.6 -3.0
C -6.844416 -0.161371 0.510718 0.9 3.9 -0.5
C -5.933462 0.293725 -0.657319 -1.2 1.6 2.2
C -0.432450 -0.946427 -3.926611 0.2 -1.4 -0.4
C -0.479048 -2.356142 -3.100727 0.6 0.6 -1.4
N -1.791572 -3.018557 -3.371483 0.9 -0.1 0.1
N -0.166764 -2.186381 -1.645816 -0.7 -0.8 0.3
N 0.646758 -3.210971 -3.654457 0.0 0.5 0.8
H 2.834732 -1.438092 1.366193 -1.1 0.1 1.4
H 2.176615 -1.776363 3.129307 -0.1 0.7 -1.3
H 1.069134 -1.849815 1.634759 1.2 0.8 0.8
H 1.308377 -0.163006 4.262812 0.6 0.9 -0.8
H 1.001533 1.516944 3.585164 1.2 -1.4 -0.1
H 3.977550 0.494802 3.348286 -1.1 0.9 0.8
H 3.402989 0.773204 5.066971 -0.3 0.5 -1.6
H 2.449686 3.059247 3.295793 1.5 -0.2 1.2
H 3.592348 3.172162 4.831426 -0.4 -0.5 -1.4
H 4.528849 4.197159 2.577912 0.5 -1.6 0.4
H 5.632117 2.748012 3.148277 -1.4 0.5 -0.6
H 3.081537 2.089883 1.435800 1.9 0.0 -0.2
H 4.873153 1.455311 1.179597 -1.3 0.9 0.3
H 4.442317 4.415141 0.393037 -0.1 -1.6 -0.4
H 5.273221 3.068010 -0.561730 -1.6 0.2 0.9
H 2.119172 3.762425 -0.260275 1.1 -0.8 -0.8
H 3.203649 3.746655 -1.814730 -0.7 -0.5 1.6
H 3.477080 1.314293 -1.823743 -1.0 0.4 0.9
H 2.478027 1.011437 -0.311998 -0.1 1.0 -1.2
H 1.618722 1.112213 -3.143674 -0.8 0.4 1.2
H 1.149539 2.775264 -2.535979 0.3 -1.7 0.3
H -0.452263 2.035609 -0.839434 0.6 -1.0 -1.0
H 0.185579 0.313355 -0.829809 -0.6 1.2 -1.2
H -2.282947 -0.642253 -1.896338 -0.2 0.0 0.2
H -3.641415 0.952581 -4.649387 0.2 -0.9 0.2
H -2.834227 -0.369135 -5.161512 -0.1 0.2 0.6
H -1.467806 1.702064 -5.488311 0.5 0.5 1.7
H 0.057058 2.199075 -4.642705 -1.7 -0.2 0.5
H -1.810678 3.957291 -5.476542 0.2 -0.4 1.7
H -2.633693 3.790581 -3.871514 1.4 -0.4 -0.2
H 0.558161 4.256864 -4.244200 -1.6 0.5 1.2
H -0.620278 5.626168 -4.491469 0.2 -1.4 1.3
H -2.935850 1.660723 -0.717362 0.1 0.3 -1.8
H -2.601460 3.085171 -1.793850 -0.5 -1.8 -0.1
H -4.972475 1.431776 -3.000392 0.9 0.5 0.9
H -4.807022 3.176710 -2.452874 0.3 -1.7 0.3
H -5.605894 3.930465 0.018490 -0.6 -1.7 0.3
H -7.242132 3.138603 2.084915 0.8 -1.3 -1.4
H -8.018216 0.573233 2.359143 1.2 0.9 -1.3
H -7.209050 -1.245937 0.638051 0.8 1.9 -0.4
H -5.615547 -0.505157 -1.405391 -0.3 1.4 1.0
H -0.818597 -1.227997 -4.982019 0.5 0.5 1.6
H 0.653147 -0.623511 -4.071214 -1.2 -0.4 0.5
H -2.546467 -2.629138 -2.792880 0.6 -0.1 -0.4
H -1.731003 -4.040904 -3.276648 0.1 0.7 0.2
H 0.377960 -2.987298 -1.276891 -0.4 0.4 -0.7
H -1.071186 -2.256082 -1.135730 0.9 0.5 -0.5
H 1.478516 -2.904413 -3.107722 -0.7 -0.3 -0.6
H 0.861421 -2.928135 -4.621304 -0.4 -0.1 0.6
O -5.201760 0.669763 4.444847 -0.2 -0.8 0.3
S -4.792640 -0.658761 4.068734 0.6 0.1 -0.7
O -5.741641 -1.727769 3.895004 0.1 0.6 0.4
O -3.628494 -1.155555 5.079933 -0.2 0.2 -0.6
C -3.887634 -1.125991 6.480829 -0.3 -0.1 0.8
C -4.772402 -2.281480 6.911517 -0.3 -0.1 -0.1
C -3.793730 -0.554152 2.610398 0.1 0.0 0.1
H -4.321212 -0.165164 6.773443 0.0 0.0 -0.2
H -2.920811 -1.209957 6.983233 0.1 0.1 -0.3
H -5.778959 -2.180035 6.499738 0.1 0.0 0.0
H -4.855525 -2.318962 8.000315 0.1 0.0 0.0
H -4.370372 -3.231705 6.551586 0.0 0.1 0.1
H -3.040878 0.220148 2.752676 -0.1 -0.1 0.0
H -4.446746 -0.295743 1.775124 -0.1 0.0 0.1
H -3.327365 -1.522967 2.432787 -0.1 0.1 0.1
O 8.924717 2.309108 2.434669 -0.1 -0.1 -0.7
S 8.539040 2.944515 1.200862 0.0 0.6 -0.2
O 7.634981 2.320479 0.273104 0.5 -0.1 0.6
O 9.872328 3.397480 0.403621 -0.6 0.3 0.5
C 10.867433 2.413170 0.128887 0.5 -0.7 -0.4
C 10.464709 1.517123 -1.027786 -0.3 -0.2 0.0
C 7.934129 4.568749 1.564159 0.2 0.1 -0.1
H 11.088755 1.826690 1.025394 -0.2 0.1 0.0
H 11.780033 2.951889 -0.137504 -0.2 0.2 0.2
H 9.607427 0.894547 -0.762414 0.1 0.0 0.0
H 11.287762 0.855853 -1.308255 0.0 0.1 0.0
H 10.174403 2.113294 -1.896251 0.1 0.0 0.1
H 8.638682 5.067533 2.228558 0.0 -0.1 -0.1
H 6.965270 4.463169 2.053068 0.1 -0.2 -0.1
H 7.822018 5.119575 0.630608 0.0 -0.1 0.1
O -1.805586 -6.751468 -2.096783 -0.3 -0.7 0.2
S -2.102808 -7.815132 -1.175326 -0.1 0.3 0.4
O -2.188348 -9.187784 -1.599784 0.0 0.6 -0.1
O -3.443090 -7.438841 -0.352371 0.9 -0.2 0.1
C -4.623381 -7.114412 -1.086176 -0.9 0.1 -0.6
C -5.297273 -8.355855 -1.640765 0.2 -0.3 -0.2
C -0.973913 -7.719962 0.186243 -0.1 0.0 0.1
H -4.399262 -6.397229 -1.880995 0.2 -0.1 0.1
H -5.303512 -6.620242 -0.388459 0.3 0.0 0.1
H -4.682040 -8.825822 -2.411285 -0.1 0.1 0.1
H -6.262182 -8.104280 -2.086621 0.1 0.1 0.1
H -5.450843 -9.097567 -0.852961 0.0 0.1 0.0
H -0.939649 -6.692152 0.545175 0.0 -0.1 -0.1
H 0.008768 -8.026474 -0.172045 -0.1 0.0 -0.1
H -1.311494 -8.395871 0.971510 0.0 0.0 -0.1
```
Forces are in eV/Å.

Atom charges from the Mulliken analysis, given in e for atoms 1 to 2: number 1, C, carries -0.784; number 2, O, carries -0.179